Entry 1:
C5H7N | ωB97M-V/def2-TZVPD

```
13
Properties=species:S:1:pos:R:3:lowdin_charge:R:1
C 1.175 0.438 -0.242 -0.135
C -0.031 0.710 -1.121 -0.094
C -1.176 0.301 -0.563 -0.067
C -0.968 -0.434 0.691 -0.295
N -0.032 -1.543 0.798 0.068
C 0.497 -0.200 0.983 -0.255
H 1.762 1.341 -0.020 0.107
H 1.898 -0.222 -0.760 0.115
H 0.042 1.102 -2.126 0.093
H -2.172 0.516 -0.916 0.096
H -1.704 -0.453 1.496 0.134
H 0.177 -1.827 -0.159 0.104
H 0.397 0.305 1.922 0.128
```

Output
SMILES string = C1=C[C@H]2N[C@H]2C1
charge = 0
ΔE to the lowest compared entry with this formula, charge and spin = 54.0 kcal/mol
highest occupied orbital energy = -8.5 eV
HOMO-LUMO gap = 9.66 eV


Entry 2:
C17H35N4O6 | ωB97M-V/def2-TZVPD

```
62
Properties=species:S:1:pos:R:3:lowdin_charge:R:1
C 3.844 1.588 -1.926 -0.123
C 3.169 0.559 -1.019 -0.245
C 2.261 -0.433 -1.784 -0.236
N 2.435 -1.777 -1.245 -0.018
C 1.226 -2.591 -1.309 -0.331
N 0.079 -1.994 -0.641 -0.011
C 0.373 -1.469 0.699 -0.195
C -0.823 -0.572 1.102 -0.156
C -0.641 0.863 0.596 -0.156
C -1.441 1.188 -0.642 -0.171
O -2.831 0.762 -0.554 -0.049
C -3.204 0.255 -1.776 -0.530
C -3.076 -1.229 -1.885 0.015
O -3.568 0.990 -2.667 0.097
C 1.514 -4.029 -0.824 -0.683
O 2.709 -4.391 -0.685 -0.073
O 0.489 -4.745 -0.654 -0.096
H 3.118 2.319 -2.274 0.064
H 4.280 1.086 -2.783 0.060
H 4.639 2.092 -1.384 0.057
H 3.944 -0.047 -0.561 0.099
H 2.602 1.035 -0.227 0.081
H 1.243 -0.074 -1.668 0.087
H 2.487 -0.366 -2.855 0.106
H 3.113 -2.268 -1.807 0.108
H 0.948 -2.709 -2.371 0.138
H -0.537 -2.787 -0.484 0.097
H 0.505 -2.244 1.448 0.080
H 1.255 -0.841 0.740 0.102
H -0.990 -0.606 2.175 0.094
H -1.677 -1.002 0.590 0.083
H 0.404 1.067 0.395 0.094
H -0.925 1.574 1.373 0.107
H -0.960 0.728 -1.505 0.118
H -1.461 2.250 -0.862 0.094
H -2.029 -1.449 -2.081 0.081
H -3.389 -1.691 -0.956 0.086
H -3.680 -1.630 -2.690 0.082
C 1.588 -4.791 4.472 -0.008
C 0.839 -3.571 3.996 -0.534
O 1.350 -2.743 3.268 0.045
N -0.455 -3.422 4.405 0.008
C -1.233 -4.296 5.258 -0.088
H 2.590 -4.762 4.057 0.085
H 1.657 -4.799 5.562 0.077
H 1.095 -5.701 4.127 0.086
H -0.894 -2.589 4.046 0.131
H -2.115 -4.647 4.717 0.081
H -1.566 -3.748 6.143 0.076
H -0.650 -5.154 5.573 0.068
C -0.076 6.637 -1.554 -0.015
C -0.710 5.279 -1.750 -0.551
O -0.074 4.246 -1.652 0.040
N -2.038 5.237 -2.046 0.012
C -2.960 6.345 -2.204 -0.082
H 0.975 6.497 -1.327 0.080
H -0.162 7.235 -2.462 0.081
H -0.547 7.164 -0.723 0.081
H -2.395 4.300 -2.165 0.139
H -3.771 6.251 -1.480 0.082
H -3.389 6.324 -3.208 0.081
H -2.460 7.296 -2.053 0.068
```

Output
charge = -1
ΔE to the lowest compared entry with this formula, charge and spin = 0.0 kcal/mol
highest occupied orbital energy = -4.0 eV
HOMO-LUMO gap = 6.25 eV


Entry 3:
C10H13F7O4S | ωB97M-V/def2-TZVPD

```
35
Properties=species:S:1:pos:R:3:lowdin_charge:R:1
O 3.472 -0.425 -2.553 0.068
C 2.832 -1.035 -3.355 -0.778
O 2.587 -1.099 -4.525 0.076
S 1.891 -2.553 -2.300 1.190
C 0.304 -2.999 -3.100 -0.681
F 0.659 -3.526 -4.275 0.113
F -0.299 -3.962 -2.391 0.103
C -0.705 -1.855 -3.394 -0.411
F -0.295 -1.095 -4.397 0.187
F -1.839 -2.467 -3.801 0.155
C -1.112 -0.975 -2.189 -0.578
F -1.593 -1.746 -1.219 0.188
F -2.095 -0.173 -2.579 0.194
F -0.115 -0.225 -1.740 0.180
H 1.531 -2.016 -1.126 -0.025
C 1.519 -0.054 2.087 -0.024
C 2.596 0.263 1.082 -0.497
O 3.166 -0.599 0.450 0.043
C 2.934 1.721 0.888 -0.014
H 1.375 -1.133 2.132 0.081
H 1.810 0.305 3.075 0.090
H 0.583 0.420 1.795 0.048
H 3.284 2.153 1.826 0.085
H 2.050 2.265 0.552 0.087
H 3.717 1.812 0.138 0.083
C -2.945 3.097 2.410 -0.020
C -2.238 1.797 2.702 -0.488
O -1.102 1.598 2.336 0.053
C -3.012 0.756 3.473 -0.018
H -2.282 3.754 1.854 0.082
H -3.841 2.910 1.817 0.087
H -3.232 3.586 3.343 0.086
H -3.911 0.475 2.922 0.087
H -3.301 1.151 4.448 0.087
H -2.392 -0.125 3.616 0.081
```

Output
charge = 0
highest occupied orbital energy = -9.5 eV
HOMO-LUMO gap = 9.87 eV


Entry 4:
C4H4N2O | ωB97M-V/def2-TZVPD

```
11
Properties=species:S:1:pos:R:3:lowdin_charge:R:1
C 0.915 -0.221 -0.039 -0.331
C 0.641 1.225 -0.120 -0.160
C -0.093 -1.074 0.164 -0.041
C -1.507 -0.721 -0.054 -0.204
H 2.967 0.101 0.133 0.135
H 2.402 -1.550 0.287 0.094
H 1.422 1.968 -0.375 0.129
H 0.128 -2.115 0.202 0.098
N 2.233 -0.638 -0.101 0.096
N -2.640 -0.356 -0.109 0.137
O -0.476 1.663 0.190 0.048
```

Output
SMILES string = N#C/C=C(/N)C=O
charge = 0
ΔE to the lowest compared entry with this formula, charge and spin = 40.1 kcal/mol
highest occupied orbital energy = -9.3 eV
HOMO-LUMO gap = 8.63 eV


Entry 5:
C19H24BCl2N5O3 | ωB97M-V/def2-TZVPD

```
54
Properties=species:S:1:pos:R:3:lowdin_charge:R:1
C 3.286 -0.362 1.446 -0.108
C 2.976 -1.024 0.117 -0.762
Cl 4.274 -0.720 -1.050 0.617
C 2.683 -2.507 0.333 -0.710
Cl 4.179 -3.486 0.393 0.625
N 1.731 -3.070 -0.597 0.099
C 0.433 -3.003 -0.173 -0.591
O 0.069 -3.543 0.774 0.180
O -0.411 -2.294 -0.963 0.162
B -0.746 -1.001 -0.496 -0.807
N -0.423 0.118 -1.292 0.223
O -1.416 -0.823 0.658 0.203
H 2.493 -0.623 2.132 0.076
H 3.292 0.707 1.312 0.077
H 4.240 -0.701 1.815 0.076
H 2.088 -0.582 -0.299 0.075
H 2.274 -2.598 1.321 0.088
H 1.811 -2.671 -1.527 0.142
H 0.379 -0.018 -1.895 -0.011
H -0.358 0.984 -0.769 0.088
H -1.673 -1.685 1.008 0.104
N 0.980 -0.049 -3.272 0.020
C 1.162 1.037 -4.020 -0.114
C 0.280 1.445 -5.009 -0.061
C -0.853 0.681 -5.235 -0.067
C -1.059 -0.453 -4.468 -0.041
C -0.117 -0.771 -3.503 -0.159
H 2.063 1.603 -3.810 0.114
H 0.478 2.338 -5.585 0.102
H -1.565 0.966 -5.999 0.107
H -1.930 -1.076 -4.612 0.109
H -0.243 -1.649 -2.876 0.105
N 1.061 -2.675 4.282 0.060
C -0.182 -2.696 3.802 -0.144
C -1.282 -2.220 4.502 -0.066
C -1.081 -1.701 5.770 -0.083
C 0.204 -1.675 6.285 -0.077
C 1.236 -2.171 5.502 -0.158
H -0.286 -3.112 2.805 0.075
H -2.270 -2.257 4.064 0.101
H -1.914 -1.322 6.349 0.104
H 0.405 -1.279 7.271 0.099
H 2.258 -2.167 5.864 0.102
N -1.305 3.467 -0.673 0.055
C -1.225 4.796 -0.696 -0.155
C -2.312 5.627 -0.922 -0.075
C -3.550 5.045 -1.140 -0.083
C -3.652 3.664 -1.122 -0.068
C -2.503 2.927 -0.884 -0.149
H -0.237 5.208 -0.523 0.102
H -2.189 6.701 -0.928 0.100
H -4.423 5.660 -1.322 0.105
H -4.599 3.169 -1.288 0.102
H -2.533 1.843 -0.855 0.094
```

Output
SMILES string = C[C@@H](Cl)[C@H](Cl)NC(=O)OB(N)O.c1ccncc1.c1ccncc1.c1ccncc1
charge = 0
highest occupied orbital energy = -9.4 eV
HOMO-LUMO gap = 9.98 eV


The highest highest occupied orbital energy belongs to which entry?
C17H35N4O6


Repeat the fifth record exactly.
C19H24BCl2N5O3 | ωB97M-V/def2-TZVPD

```
54
Properties=species:S:1:pos:R:3:lowdin_charge:R:1
C 3.286 -0.362 1.446 -0.108
C 2.976 -1.024 0.117 -0.762
Cl 4.274 -0.720 -1.050 0.617
C 2.683 -2.507 0.333 -0.710
Cl 4.179 -3.486 0.393 0.625
N 1.731 -3.070 -0.597 0.099
C 0.433 -3.003 -0.173 -0.591
O 0.069 -3.543 0.774 0.180
O -0.411 -2.294 -0.963 0.162
B -0.746 -1.001 -0.496 -0.807
N -0.423 0.118 -1.292 0.223
O -1.416 -0.823 0.658 0.203
H 2.493 -0.623 2.132 0.076
H 3.292 0.707 1.312 0.077
H 4.240 -0.701 1.815 0.076
H 2.088 -0.582 -0.299 0.075
H 2.274 -2.598 1.321 0.088
H 1.811 -2.671 -1.527 0.142
H 0.379 -0.018 -1.895 -0.011
H -0.358 0.984 -0.769 0.088
H -1.673 -1.685 1.008 0.104
N 0.980 -0.049 -3.272 0.020
C 1.162 1.037 -4.020 -0.114
C 0.280 1.445 -5.009 -0.061
C -0.853 0.681 -5.235 -0.067
C -1.059 -0.453 -4.468 -0.041
C -0.117 -0.771 -3.503 -0.159
H 2.063 1.603 -3.810 0.114
H 0.478 2.338 -5.585 0.102
H -1.565 0.966 -5.999 0.107
H -1.930 -1.076 -4.612 0.109
H -0.243 -1.649 -2.876 0.105
N 1.061 -2.675 4.282 0.060
C -0.182 -2.696 3.802 -0.144
C -1.282 -2.220 4.502 -0.066
C -1.081 -1.701 5.770 -0.083
C 0.204 -1.675 6.285 -0.077
C 1.236 -2.171 5.502 -0.158
H -0.286 -3.112 2.805 0.075
H -2.270 -2.257 4.064 0.101
H -1.914 -1.322 6.349 0.104
H 0.405 -1.279 7.271 0.099
H 2.258 -2.167 5.864 0.102
N -1.305 3.467 -0.673 0.055
C -1.225 4.796 -0.696 -0.155
C -2.312 5.627 -0.922 -0.075
C -3.550 5.045 -1.140 -0.083
C -3.652 3.664 -1.122 -0.068
C -2.503 2.927 -0.884 -0.149
H -0.237 5.208 -0.523 0.102
H -2.189 6.701 -0.928 0.100
H -4.423 5.660 -1.322 0.105
H -4.599 3.169 -1.288 0.102
H -2.533 1.843 -0.855 0.094
```

Output
SMILES string = C[C@@H](Cl)[C@H](Cl)NC(=O)OB(N)O.c1ccncc1.c1ccncc1.c1ccncc1
charge = 0
highest occupied orbital energy = -9.4 eV
HOMO-LUMO gap = 9.98 eV